Entry 1:
Entry from the OMol25 dataset: 2 unconnected molecules or ions with the total composition C2H8S4 (ωB97M-V/def2-TZVPD).

Geometry as ORCA input:
```
! wB97M-V def2-TZVPD RIJCOSX def2/J DEFGRID3
* xyz 0 1
C -2.08696 2.19241 -0.28876
S -2.78924 1.38594 -1.69480
S -1.52295 0.09099 -2.49224
H -1.92475 1.44288 0.53630
H -2.80782 2.97695 0.14022
H -1.22255 2.74144 -0.58490
H -0.61670 0.78666 -3.32006
C 0.90964 -1.85957 0.40029
S 2.50483 -1.26374 1.03994
S 2.46909 -0.49376 3.05065
H 0.55681 -0.84528 -0.02196
H 0.30243 -2.29496 1.16718
H 0.84230 -2.49773 -0.45837
H 1.34654 0.18210 3.41558
*
```

Orbital gap in Eh: 0.31172
SMILES: CSS.CSS
Energy above the lowest of the compared OMol25 structures with the same formula, charge and spin in kcal/mol: 34.6
E_LUMO in eV: 0.065

Entry 2:
Entry from the OMol25 dataset: 2 unconnected molecules or ions with the total composition C4H6N6O (ωB97M-V/def2-TZVPD).

Geometry as ORCA input:
```
! wB97M-V def2-TZVPD RIJCOSX def2/J DEFGRID3
* xyz 0 3
C 0.70539 -0.33665 -0.62059
C 1.74317 0.06096 0.37546
C -1.32093 -0.61095 -0.93473
C 1.62240 1.00396 1.49625
N 1.32701 -1.05482 -1.47472
N 2.85288 -0.51700 -0.00476
N -2.70842 0.94682 -0.18363
N -2.74578 0.07251 0.64255
N -1.94504 0.54533 -1.26880
N -2.05113 -0.95810 0.22248
O 2.58271 -1.21131 -1.05069
H -1.21564 -1.38264 -1.56432
H 1.58541 0.61038 2.56146
H 2.46970 1.61454 1.70552
H 0.69102 1.66075 1.26785
H -1.74191 1.18306 -2.09857
H -1.85083 -1.62684 0.92924
*
```

Orbital gap (spin up / spin down) in Eh: 0.21054 / 0.28367
Energy above the lowest of the compared OMol25 structures with the same formula, charge and spin in kcal/mol: 82.6
Expectation value of S²: 2.01
E_LUMO (spin up / spin down) in eV: 0.834 / -2.344

Entry 3:
Entry from the OMol25 dataset: a molecular structure, C32H29N6ORbS5 (ωB97M-V/def2-TZVPD).

Geometry as ORCA input:
```
! wB97M-V def2-TZVPD RIJCOSX def2/J DEFGRID3
* xyz -2 1
Rb 0.36382 0.54651 0.02317
C -4.88696 0.07276 0.93790
C -3.41552 -0.23513 1.01888
N -2.66771 -0.44635 -0.00249
N -3.27378 -0.39438 -1.22449
C -2.41721 -0.57938 -2.23511
O -1.19782 -0.84542 -2.21437
C -3.08421 -0.46767 -3.59550
C -2.28403 -0.50715 -4.73180
C -2.84428 -0.41452 -5.99963
C -4.21916 -0.28655 -6.14543
C -5.02621 -0.24827 -5.01453
C -4.46229 -0.33437 -3.74914
C -2.76284 -0.22121 2.35802
C -3.46868 0.21740 3.47825
C -2.81897 0.33722 4.69639
C -1.47937 0.01425 4.78080
C -0.86413 -0.45619 3.63007
N -1.47987 -0.59645 2.46104
H -5.18860 0.04584 -0.10357
H -5.10018 1.06581 1.34154
H -5.47570 -0.65383 1.50758
H -1.21528 -0.60516 -4.59293
H -2.20724 -0.43549 -6.87616
H -4.65948 -0.20726 -7.13202
H -6.10002 -0.14181 -5.12065
H -5.07466 -0.29543 -2.85845
H -4.50749 0.50100 3.38746
H -3.34949 0.71468 5.56220
H -0.91236 0.15044 5.69129
H 0.19376 -0.70461 3.64380
S 3.04581 7.99290 3.63929
C 2.46052 6.56027 2.96841
S 2.56101 5.03045 3.71233
C 1.64667 4.04800 2.56995
C 1.18206 4.74073 1.48827
S 0.23520 4.19755 0.14221
S 1.60287 6.45167 1.49972
S 1.46518 2.37368 2.96999
N 9.36709 -1.94433 -4.76483
C 8.44592 -1.83034 -4.08383
C 7.30080 -1.69513 -3.22275
C 7.40856 -1.05475 -1.98663
C 6.30992 -0.94444 -1.15755
C 5.06038 -1.47301 -1.52703
C 4.96714 -2.09083 -2.78732
C 6.06356 -2.20418 -3.61812
C 3.93736 -1.40404 -0.65380
C 2.98413 -1.38163 0.13222
H 8.36501 -0.64554 -1.68686
H 6.38996 -0.44403 -0.20208
H 4.00612 -2.47717 -3.10038
H 5.97766 -2.68944 -4.58239
C 0.52861 -4.55011 1.33436
C 0.43001 -3.01189 1.21386
N -0.21994 -2.65213 -0.04184
C 0.57054 -3.06288 -1.19264
C 0.83704 -4.58531 -1.11898
N 0.02631 -5.12422 0.03346
C -1.42894 -4.77979 -0.14701
C -1.54621 -3.22936 -0.11072
H -0.09863 -4.96946 2.12175
H 1.55286 -4.89890 1.46447
H 1.41690 -2.55317 1.20558
H -0.15500 -2.59248 2.02809
H 1.51900 -2.52877 -1.17189
H 0.02071 -2.78881 -2.09130
H 1.88150 -4.81234 -0.90138
H 0.52426 -5.12975 -2.00999
H 0.12730 -6.13266 0.05901
H -1.97252 -5.26935 0.66032
H -1.74047 -5.20904 -1.09926
H -2.11732 -2.89995 0.75539
H -2.04709 -2.86314 -1.00388
*
```

Orbital gap in Eh: 0.08083
E_LUMO in eV: 2.208

Entry 4:
Entry from the OMol25 dataset: 2 unconnected molecules or ions with the total composition C4H13N2O2 (ωB97M-V/def2-TZVPD).

Geometry as ORCA input:
```
! wB97M-V def2-TZVPD RIJCOSX def2/J DEFGRID3
* xyz -2 2
N 2.72866 0.28099 -1.54965
C 2.52847 0.17680 -0.12102
C 1.24221 0.84918 0.33703
N 0.04358 0.00543 0.11757
C -1.21450 0.73222 0.16564
C -2.43008 -0.00243 -0.43953
O -3.58228 0.66839 -0.27477
H 3.64768 -0.10668 -1.78636
H 2.02886 -0.24798 -2.05878
H 3.35027 0.64154 0.42078
H 2.50785 -0.84337 0.29262
H 1.25806 1.06585 1.40991
H 1.12722 1.76376 -0.25805
H 0.12943 -0.45865 -0.78164
H -1.51361 0.91239 1.16363
H -1.14966 1.76080 -0.24291
H -2.40712 -1.02114 0.04528
H -2.18177 -0.26099 -1.50996
H 0.14728 -1.35777 1.11083
H -0.78571 -2.39604 1.78365
O 0.15593 -2.18987 1.69394
*
```

Orbital gap (spin up / spin down) in Eh: 0.10772 / 0.24684
Energy above the lowest of the compared OMol25 structures with the same formula, charge and spin in kcal/mol: 5.4
Expectation value of S²: 0.75
E_LUMO (spin up / spin down) in eV: 6.608 / 6.467

Entry 5:
Entry from the OMol25 dataset: a molecular structure, C17H18AlBrN4O2S (ωB97M-V/def2-TZVPD).

Geometry as ORCA input:
```
! wB97M-V def2-TZVPD RIJCOSX def2/J DEFGRID3
* xyz 2 1
Al 0.12752 0.37136 0.29054
C 0.25045 -3.68864 -2.93124
O -0.11053 -2.57110 -2.07384
C 0.58092 -2.28815 -1.00510
O 0.20000 -1.30539 -0.33199
N 1.61578 -3.04749 -0.65666
N 2.35614 -2.75014 0.49672
H -0.45623 -3.65070 -3.74998
H 0.13248 -4.62224 -2.38294
H 1.26327 -3.55514 -3.30811
H 1.85528 -3.85021 -1.21961
H 3.33545 -2.67973 0.24300
H 2.23836 -3.51062 1.15813
C -5.21247 1.05460 0.71821
C -3.94944 0.55538 1.36590
C -3.93417 -0.03565 2.62414
C -2.74908 -0.46466 3.21083
C -1.59996 -0.28192 2.48865
Br 0.10841 -0.76125 3.11563
N -1.57381 0.27348 1.26950
C -2.73148 0.68776 0.72306
H -6.08900 0.73540 1.27735
H -5.30747 0.68299 -0.30176
H -5.21589 2.14464 0.67962
H -4.86425 -0.16028 3.16566
H -2.72648 -0.91419 4.19226
H -2.65434 1.14356 -0.25425
S 1.31886 3.42329 -2.45579
C -0.32841 3.22103 -2.82715
C -0.93834 2.31457 -2.00728
C -0.04939 1.72176 -1.06468
C 1.21448 2.23779 -1.23188
C 2.32832 1.82135 -0.37022
C 3.63007 2.29022 -0.45564
C 4.57568 1.82997 0.43815
C 4.21689 0.89856 1.41004
C 2.91736 0.46172 1.44075
N 1.98560 0.90410 0.57576
H -0.77587 3.79810 -3.62204
H -1.99027 2.08677 -2.11138
H 3.88829 3.01806 -1.21292
H 5.59323 2.19581 0.38645
H 4.92831 0.52982 2.13455
H 2.59573 -0.26459 2.16959
*
```

Orbital gap in Eh: 0.29022
E_LUMO in eV: -6.103

Entry 6:
Entry from the OMol25 dataset: a molecular structure, C23H23I2IrN6O3S (ωB97M-V/def2-TZVPD).

Geometry as ORCA input:
```
! wB97M-V def2-TZVPD RIJCOSX def2/J DEFGRID3
* xyz 1 6
Ir 0.05792 0.68585 0.44382
C 2.42423 -0.29405 3.86116
C 1.73812 -0.25512 2.54362
N 0.74500 0.69275 2.26243
N 0.44317 1.58816 3.20914
C -0.39691 2.51407 2.78611
N -0.82289 3.43399 3.69019
S -0.98797 2.60407 1.16625
C 2.01562 -1.11730 1.49344
C 2.97447 -2.16854 1.58425
C 3.19503 -2.98983 0.52364
C 2.46412 -2.78934 -0.66648
C 1.55289 -1.76446 -0.71506
N 1.31436 -0.92830 0.30280
H 2.07325 0.51571 4.49183
H 3.50475 -0.20147 3.73630
H 2.23008 -1.23966 4.37261
H -0.33697 3.48837 4.56893
H -1.29789 4.25547 3.36245
H 3.51765 -2.30093 2.50856
H 3.91974 -3.78918 0.59147
H 2.60147 -3.42405 -1.52915
H 0.98736 -1.60131 -1.62413
I 3.94377 0.89079 -6.11579
C 3.31341 1.18943 -4.18616
C 4.25573 1.28648 -3.15686
C 3.83438 1.49531 -1.86825
I 5.17684 1.57305 -0.31730
C 2.41830 1.61402 -1.54954
O 2.04211 1.79951 -0.38017
C 1.46603 1.48463 -2.65155
C -0.00298 1.70310 -2.41172
N -0.65907 0.63913 -1.59165
C -2.13104 0.70806 -1.81801
C -3.03110 0.26923 -0.68216
C -4.35315 0.58920 -0.70968
C -5.13973 0.51599 0.44962
C -4.47500 0.32323 1.68444
C -3.16850 -0.01036 1.71110
N -2.45924 -0.30131 0.49458
C 1.92849 1.29441 -3.92003
H 5.30927 1.19298 -3.38016
H -0.49961 1.75346 -3.38457
H -0.16521 2.65122 -1.89540
H -0.33313 -0.24441 -1.97260
H -2.37064 0.16049 -2.73641
H -2.35376 1.75813 -2.01760
H -4.77823 0.99844 -1.61891
H -6.19676 0.72956 0.41614
H -4.99181 0.49250 2.61889
H -2.58409 -0.13974 2.61095
H 1.23177 1.23318 -4.74671
C -3.11812 -3.79807 -0.25368
O -3.18620 -2.35689 -0.20823
C -2.22437 -1.73922 0.46421
O -1.27430 -2.25149 0.97952
H -2.62803 -4.09827 -1.17796
H -4.14670 -4.14351 -0.24365
H -2.56598 -4.17718 0.60113
*
```

Orbital gap (spin up / spin down) in Eh: 0.23265 / 0.18200
Energy above the lowest of the compared OMol25 structures with the same formula, charge and spin in kcal/mol: 0.8
Expectation value of S²: 8.85
E_LUMO (spin up / spin down) in eV: -2.197 / -5.333

Entry 7:
Entry from the OMol25 dataset: a single C4H6N2O molecule (ωB97M-V/def2-TZVPD).

Geometry as ORCA input:
```
! wB97M-V def2-TZVPD RIJCOSX def2/J DEFGRID3
* xyz 0 1
N 0.69073 -1.69649 0.95105
C 0.14035 -0.66867 0.23474
C -0.98615 -0.61479 -0.50029
C -1.09596 0.74939 -1.05198
O -2.06881 1.33086 -1.48591
N 0.17476 1.32812 -0.91672
C 0.81917 0.68402 0.20959
H 1.35669 -1.45714 1.66972
H 0.08403 -2.46529 1.19383
H -1.74360 -1.37717 -0.63188
H 0.17799 2.33827 -0.95273
H 1.91102 0.64360 0.14422
H 0.53977 1.20529 1.13636
*
```

Orbital gap in Eh: 0.34970
SMILES: NC1=CC(=O)NC1
Energy above the lowest of the compared OMol25 structures with the same formula, charge and spin in kcal/mol: 8.0
E_LUMO in eV: 0.683

Entry 8:
Entry from the OMol25 dataset: 2 unconnected molecules or ions with the total composition C2H5FSi (ωB97M-V/def2-TZVPD).

Geometry as ORCA input:
```
! wB97M-V def2-TZVPD RIJCOSX def2/J DEFGRID3
* xyz 0 1
C 0.81158 0.74406 1.20529
C 0.04072 -0.22943 0.65347
F 0.71622 -0.39636 -2.35227
Si -0.40437 -0.36751 -1.13962
H 0.83710 0.85177 2.30672
H 1.34964 1.60539 0.75458
H -0.35479 -1.03224 1.22617
H -1.66055 -1.84861 -0.94745
H -1.33554 0.67294 -1.70690
*
```

Orbital gap in Eh: 0.37682
Energy above the lowest of the compared OMol25 structures with the same formula, charge and spin in kcal/mol: 28.6
E_LUMO in eV: 0.126

Electronic energy (hartree)
-1673.68326; -559.42296; -3655.53433; -420.03895; -4242.36054; -2542.09492; -340.78224; -468.52484